This record from the Open Molecules 2025 dataset describes an isolated ion of composition CHN5O and charge -2. The level of theory is wB97M-V/def2-TZVPD.

Computed properties:
E_tot, eV: -10545.2487
Net charge: -2
Energy above the lowest of the compared OMol25 structures with the same formula, charge and spin, kJ/mol: 94.50
HOMO-LUMO gap, Eh: 0.2136

Each line ends with the Mulliken charge.
Atoms and positions in Å:
N  -2.3299  -0.2924  -2.2859  -0.496
C  -1.0299  -0.0989  -0.5845  0.451
N  -0.3328  -0.0971  0.6114  -0.164
N  -0.2164  -0.4795  -1.8419  -0.340
N  -2.2993  0.0088  -0.9987  -0.349
N  -1.1754  -0.6033  -2.7413  -0.422
O  -0.8470  0.5969  1.7251  -0.889
H  0.7553  0.2066  0.5556  0.210